No. 1
10
Properties=species:S:1:pos:R:3:forces:R:3 method="wB97M-V/def2-TZVPD" gap_ha=0.313 lumo_ev=4.01 total_charge=-1 e_tot_ev=-11350.01626 e_above_lowest_kcal_mol=14.7
C -0.573 -0.729 -0.691 -1.78 0.08 0.95
C -0.017 -0.434 1.697 2.52 -0.85 -0.21
C -1.031 -0.184 0.950 0.81 -0.43 -0.42
O -0.786 0.182 -1.480 0.05 -0.10 -0.37
O -0.286 -1.903 -0.699 0.50 -0.10 -0.34
O 1.084 -0.760 2.052 -1.85 0.62 0.28
O 1.602 1.349 -0.987 -2.41 -0.57 -0.50
H -1.961 0.226 1.227 -0.71 0.43 -0.06
H 1.023 0.886 -0.290 1.32 1.19 -1.60
H 0.944 1.366 -1.780 1.56 -0.28 2.26


No. 2
15
Properties=species:S:1:pos:R:3:forces:R:3 method="wB97M-V/def2-TZVPD" gap_ha=0.289 smiles="C=C(C)C(=S)S.S" lumo_ev=-0.82 total_charge=0 e_tot_ev=-36781.41186 e_above_lowest_kcal_mol=42.4
C 0.189 0.359 -0.840 1.29 1.98 -1.63
C 1.152 -0.398 -0.333 -0.75 0.52 1.83
C 0.687 -1.706 0.347 3.33 0.48 -3.46
C 2.408 0.241 0.061 1.46 0.54 1.32
S -2.629 0.838 1.060 -1.06 -0.28 -0.19
S 3.515 -0.555 0.977 -0.36 0.37 -0.51
S 2.642 2.057 -0.218 -0.41 -1.01 -0.15
H 0.479 1.424 -1.198 -1.14 -1.95 0.55
H -0.772 -0.085 -0.987 -0.56 0.33 -0.22
H -0.023 -2.019 -0.359 -1.31 -1.12 -0.33
H 0.342 -1.543 1.288 -1.13 0.53 2.64
H 1.540 -2.385 0.371 -0.30 -0.24 0.10
H -1.792 1.834 0.744 -0.40 0.20 -0.32
H -3.746 1.153 0.281 1.36 0.11 0.61
H 3.478 2.301 0.810 -0.04 -0.47 -0.23


No. 3
39
Properties=species:S:1:pos:R:3:forces:R:3 method="wB97M-V/def2-TZVPD" gap_ha="0.296 / 0.157" lumo_ev="-10.69 / -14.61" total_charge=+3 e_tot_ev=-62523.72842 spin_multiplicity=5
I -1.330 1.862 -3.478 0.08 0.37 -0.68
I -3.678 1.067 -2.191 -0.87 0.07 -0.17
Ru 0.294 -0.392 0.681 2.84 -1.22 2.40
P -0.607 -1.970 -0.445 -1.73 -2.74 -1.52
C -1.211 -1.619 -2.110 -0.19 0.72 -0.15
C 0.771 -3.154 -0.689 0.21 0.84 0.27
H 0.347 -4.141 -0.923 0.19 0.30 0.13
H -1.831 -4.016 -0.014 -0.14 0.42 0.10
H 1.336 -3.171 0.254 0.01 -0.42 -0.29
H -1.823 -2.868 1.393 -0.16 -0.37 -0.27
H -0.583 -0.829 -2.542 0.03 -0.34 -0.20
H 1.416 -2.791 -1.501 -0.10 -0.23 0.22
C -1.934 -2.966 0.306 0.07 0.55 0.41
H -1.208 -2.512 -2.748 0.03 0.15 0.20
H -2.906 -2.548 0.017 0.16 -0.25 0.06
H -2.231 -1.196 -2.060 0.46 -0.50 0.02
P -0.741 1.355 1.385 -1.54 2.38 1.44
C -1.355 2.581 0.212 -0.17 -0.31 -0.69
C -2.074 1.192 2.614 0.08 -0.63 -0.32
H 1.238 1.411 2.736 -0.05 0.51 0.24
H 0.157 2.845 3.051 0.28 -0.24 -0.18
H 1.214 2.782 1.572 -0.11 -0.09 0.32
C 0.615 2.200 2.286 0.20 -0.61 -0.61
H -1.931 0.225 3.113 -0.18 0.44 0.15
H -2.010 2.028 3.328 -0.15 -0.31 -0.30
H -1.416 3.578 0.669 0.02 -0.27 -0.10
H -2.345 2.264 -0.164 0.41 0.33 0.45
H -3.037 1.176 2.087 0.13 0.09 0.29
H -0.691 2.583 -0.664 -0.02 0.35 0.24
Cl 0.134 -1.497 2.691 -0.08 0.53 -0.93
N 3.999 0.686 -0.788 -0.94 -0.39 0.21
C 3.247 1.311 -1.773 0.19 -0.10 0.21
C 1.946 1.005 -1.535 0.87 -0.30 0.50
N 1.906 0.192 -0.407 -0.37 0.39 -0.57
C 3.153 0.004 0.014 0.20 0.61 -0.43
H 5.006 0.706 -0.648 -0.17 0.11 -0.27
H 3.677 1.911 -2.550 0.24 0.08 -0.07
H 1.053 1.282 -2.063 0.13 0.04 0.00
H 3.432 -0.575 0.883 0.15 0.05 -0.09


No. 4
47
Properties=species:S:1:pos:R:3:forces:R:3 method="wB97M-V/def2-TZVPD" gap_ha="0.181 / 0.178" lumo_ev="-2.10 / -2.25" total_charge=0 e_tot_ev=-74544.67992 spin_multiplicity=6 e_above_lowest_kcal_mol=0.0
Mn -0.152 0.283 -0.419 -0.22 0.32 -0.67
C -4.009 -2.101 -0.036 0.05 0.03 -0.03
C -2.890 -1.468 -0.575 0.04 0.02 0.06
N -1.930 -1.013 0.215 -0.03 -0.05 0.15
C -2.071 -1.166 1.538 0.01 -0.08 -0.13
C -3.183 -1.811 2.054 -0.15 -0.05 -0.17
N -4.151 -2.277 1.268 0.03 0.00 0.02
C -0.985 -0.612 2.382 0.22 0.20 0.16
C -1.033 -0.584 3.765 0.23 0.09 0.09
C 0.018 -0.007 4.483 0.05 0.04 -0.01
C 1.084 0.542 3.762 -0.45 -0.23 0.07
C 1.063 0.477 2.382 -0.28 -0.06 -0.07
N 0.049 -0.093 1.723 0.16 0.00 0.04
C 2.121 1.068 1.526 -0.03 -0.12 -0.14
C 3.296 1.595 2.033 0.17 0.13 -0.23
N 4.222 2.128 1.239 0.00 -0.01 0.03
C 3.975 2.136 -0.061 -0.10 -0.03 -0.09
C 2.802 1.599 -0.593 0.05 0.00 0.12
N 1.891 1.062 0.204 0.07 0.02 0.24
C -0.004 0.039 5.973 -0.03 -0.01 -0.05
C 1.088 0.493 6.708 -0.07 -0.05 0.05
C 1.017 0.508 8.093 0.00 -0.01 -0.04
N -0.047 0.110 8.781 0.00 0.01 0.05
C -1.091 -0.321 8.081 0.00 -0.01 -0.02
C -1.119 -0.377 6.696 0.05 0.05 0.05
H -4.797 -2.471 -0.680 -0.01 0.00 0.00
H -2.762 -1.325 -1.641 0.01 0.00 -0.01
H -3.315 -1.969 3.115 0.01 0.01 0.02
H -1.891 -0.994 4.271 0.04 -0.02 0.05
H 1.897 1.038 4.262 0.03 0.01 0.06
H 3.520 1.594 3.090 -0.02 -0.02 0.03
H 4.721 2.574 -0.710 0.02 0.02 0.00
H 2.594 1.597 -1.655 0.00 -0.01 -0.02
H 2.000 0.830 6.239 0.02 -0.01 -0.02
H 1.862 0.858 8.674 0.00 0.00 0.00
H -1.955 -0.639 8.653 0.00 0.00 0.00
H -2.018 -0.735 6.217 0.00 0.01 0.00
O -2.486 3.433 -5.053 -0.04 -0.04 0.02
C -2.016 2.816 -4.137 0.15 0.10 -0.04
C -2.112 3.168 -2.655 -0.14 -0.04 0.01
O -2.706 4.110 -2.182 0.04 0.02 0.02
C -1.364 2.117 -1.958 -0.08 0.18 0.11
C -0.836 1.191 -2.849 0.05 -0.05 -0.44
O -0.130 0.155 -2.467 -0.06 0.07 0.49
C -1.180 1.541 -4.233 0.02 -0.27 0.04
O -0.892 0.947 -5.248 0.00 0.06 0.00
O -1.194 2.018 -0.672 0.16 -0.24 0.20


No. 5
84
Properties=species:S:1:pos:R:3:forces:R:3 method="wB97M-V/def2-TZVPD" gap_ha="0.200 / 0.202" lumo_ev="2.22 / 1.70" total_charge=-1 e_tot_ev=-212979.49476 spin_multiplicity=5 e_above_lowest_kcal_mol=37.9
Ir -1.285 -0.321 -0.683 0.14 0.34 -0.59
C 6.876 -1.490 0.660 0.00 -0.05 0.00
O 6.785 -2.850 1.032 0.03 0.05 0.00
C 5.913 -3.631 0.325 -0.04 -0.03 -0.06
C 5.196 -3.202 -0.785 -0.03 -0.05 0.02
C 4.307 -4.066 -1.414 0.01 0.06 0.03
C 4.100 -5.365 -0.931 0.27 0.01 -0.39
C 4.892 -5.801 0.148 -0.04 0.03 0.05
C 5.770 -4.948 0.773 0.00 -0.01 0.02
N 3.164 -6.251 -1.424 -0.45 -0.18 0.75
N 2.347 -5.841 -2.351 0.50 0.30 -0.74
C 1.495 -4.824 -2.365 -0.37 -0.30 0.17
C 0.992 -4.383 -3.620 0.07 0.02 0.13
C 0.180 -3.283 -3.744 0.06 0.04 0.11
C -0.205 -2.510 -2.620 0.10 0.06 0.00
O -0.922 -1.464 -2.698 -0.19 -0.17 0.07
C 0.258 -2.967 -1.320 -0.04 -0.08 -0.12
N -0.102 -2.207 -0.261 -0.13 0.10 0.31
C 0.187 -2.626 0.956 0.13 0.05 0.14
C 0.823 -3.849 1.199 0.02 0.09 -0.06
C 1.242 -4.605 0.134 -0.03 -0.03 0.03
C 1.007 -4.149 -1.174 0.08 0.03 0.01
H 7.579 -1.032 1.351 0.00 0.01 0.01
H 5.907 -0.989 0.741 -0.01 0.00 0.01
H 7.250 -1.376 -0.361 0.01 -0.01 -0.01
H 5.309 -2.199 -1.168 0.00 0.01 -0.01
H 3.761 -3.727 -2.283 -0.01 0.02 0.04
H 4.766 -6.820 0.493 -0.02 0.01 0.01
H 6.352 -5.270 1.627 0.01 0.00 -0.02
H 1.318 -4.935 -4.493 -0.01 0.01 -0.01
H -0.158 -2.949 -4.717 -0.03 -0.02 0.00
H -0.100 -1.966 1.769 -0.05 -0.01 -0.03
H 1.003 -4.170 2.216 -0.04 0.02 0.01
H 1.733 -5.555 0.297 0.06 0.03 -0.06
O 1.010 4.028 -2.820 -0.03 -0.01 0.08
C -0.171 3.502 -2.205 0.04 -0.01 0.01
C -1.330 3.601 -3.189 -0.04 0.04 -0.12
C -1.594 5.096 -3.451 -0.03 -0.03 -0.06
O -2.734 5.366 -4.262 0.03 -0.06 0.04
C -0.992 2.897 -4.508 -0.04 -0.02 0.06
Se -0.738 0.993 -4.188 0.00 -0.07 -0.05
C -2.576 2.961 -2.575 -0.07 0.01 0.07
Se -2.622 1.003 -2.766 0.11 0.02 0.10
H 1.757 3.786 -2.266 -0.01 -0.02 -0.04
H -0.421 4.068 -1.302 -0.01 0.02 0.00
H -0.028 2.459 -1.914 0.03 -0.02 -0.01
H -0.696 5.534 -3.895 0.02 0.03 0.03
H -1.782 5.595 -2.500 -0.03 0.02 0.00
H -2.641 4.876 -5.085 0.03 0.04 -0.02
H -0.062 3.279 -4.927 0.00 0.01 0.01
H -1.799 3.018 -5.234 0.00 0.01 -0.01
H -3.461 3.350 -3.073 -0.04 0.00 0.03
H -2.640 3.163 -1.503 0.03 0.01 -0.01
C -0.116 4.455 2.623 -0.02 0.03 -0.01
C -0.390 3.333 3.608 0.02 -0.12 -0.12
C 0.719 2.295 3.628 -0.06 -0.04 0.01
O -1.694 2.777 3.334 0.00 0.12 0.04
P -2.077 1.525 2.386 0.14 0.15 0.00
S -1.786 -0.174 3.350 -0.02 -0.05 0.01
S -1.222 1.756 0.588 -0.02 -0.42 0.15
O -3.622 1.858 2.151 -0.12 -0.15 -0.02
C -4.659 2.198 3.090 0.03 0.04 0.08
C -4.819 3.707 3.089 -0.05 0.03 -0.01
C -4.463 1.647 4.492 0.08 -0.06 -0.05
H 0.813 4.966 2.887 -0.01 0.00 -0.01
H -0.932 5.179 2.636 0.01 0.00 0.00
H -0.030 4.049 1.615 0.03 0.02 0.01
H -0.499 3.751 4.610 -0.02 0.02 0.04
H 0.845 1.851 2.639 0.04 0.01 0.02
H 0.488 1.495 4.330 0.03 0.01 0.01
H 1.653 2.777 3.924 -0.01 0.01 0.00
H -5.554 1.743 2.661 -0.01 -0.02 -0.03
H -3.912 4.179 3.468 -0.01 -0.01 0.01
H -5.663 3.989 3.724 0.01 0.03 -0.01
H -5.006 4.070 2.078 0.02 -0.01 0.01
H -3.577 2.081 4.957 -0.03 0.00 0.02
H -4.335 0.567 4.476 -0.02 0.01 0.01
H -5.340 1.897 5.094 0.00 0.02 -0.02
C -3.264 -2.814 0.675 0.01 0.02 -0.02
O -3.031 -1.419 0.689 -0.10 0.04 -0.07
H -2.367 -3.388 0.925 0.01 0.00 0.00
H -3.572 -3.081 -0.335 0.00 0.00 0.00
H -4.060 -3.084 1.376 -0.01 -0.01 -0.02
H -2.743 -1.140 1.582 0.03 -0.01 -0.02